Version w
Below is a cluster of 9 separate species, C9H36O9 in total, with properties calculated with wB97M-V/def2-TZVPD.

XYZ file:
```
54
C9H36O9 wB97M-V/def2-TZVPD
C -21.2535 -10.2392 20.3083
O -21.3231 -11.4271 19.6051
H -20.2329 -9.9333 20.5381
H -21.6974 -9.3485 19.8637
H -21.6781 -10.3869 21.3013
H -21.1044 -12.2124 20.1122
C -22.5716 -16.2458 20.7228
O -23.4894 -17.3776 20.6652
H -21.9902 -16.0194 19.8291
H -22.9818 -15.2650 20.9633
H -21.7264 -16.2302 21.4110
H -23.9898 -17.3732 21.4844
C -16.7322 -16.2530 14.7380
O -17.5582 -16.1274 13.5631
H -16.0709 -15.4554 15.0764
H -17.4059 -16.4486 15.5722
H -16.0373 -17.0911 14.6853
H -16.9925 -16.2552 12.7981
C -16.4131 -18.4315 19.3720
O -16.4449 -18.8300 20.7479
H -17.1027 -18.9065 18.6742
H -16.6626 -17.3728 19.3017
H -15.4827 -18.7240 18.8852
H -17.0322 -19.5760 20.8896
C -17.6088 -14.5454 18.8298
O -19.0233 -14.7617 18.9452
H -17.0450 -15.0936 19.5845
H -17.2031 -14.8297 17.8589
H -17.3839 -13.5032 19.0566
H -19.3604 -14.5962 19.8286
C -13.1206 -16.4906 18.9513
O -14.1513 -15.5204 18.8817
H -13.0226 -17.0662 18.0309
H -12.1733 -15.9535 18.9985
H -13.1748 -17.1591 19.8105
H -14.3144 -15.1851 19.7664
C -17.2409 -10.8680 18.3666
O -16.4715 -11.3156 17.3116
H -17.2169 -9.7899 18.5251
H -18.2282 -11.3286 18.3316
H -16.7927 -11.2683 19.2760
H -16.9757 -10.9786 16.5674
C -21.8719 -14.4388 16.9935
O -23.2751 -14.6488 17.3315
H -21.4082 -13.4865 17.2509
H -21.1342 -15.1257 17.4083
H -21.6506 -14.6605 15.9495
H -23.5659 -15.1921 16.5954
C -19.1462 -12.8962 21.9354
O -20.1777 -13.8400 21.4327
H -18.2173 -13.1220 21.4118
H -19.3264 -11.8443 21.7136
H -18.9873 -13.0180 23.0069
H -20.1710 -14.6011 22.0178
```

Values from the calculation:
- Orbital gap (alpha / beta): 0.3734 / 0.1058 Ha
- Expectation value of S²: 0.756
- Multiplicity: 2
- Lowest unoccupied orbital energy (alpha / beta): -0.092 / -0.359 Ha
- HOMO level (alpha / beta): -12.65 / -12.65 eV
- Net charge: +1

Version x
Below is a cluster of 9 separate species, C9H36O9 in total, with properties calculated with wB97M-V/def2-TZVPD.

XYZ file:
```
54
C9H36O9 wB97M-V/def2-TZVPD
C 2.0698 2.1526 -1.2109
O 1.0565 2.7725 -0.4072
H 2.5140 1.3129 -0.6765
H 1.5727 1.8146 -2.1201
H 2.8072 2.9118 -1.4715
H 0.9182 3.6555 -0.7577
C 3.6384 1.1231 2.1305
O 4.8699 1.7534 1.8143
H 3.3932 0.3880 1.3640
H 3.6572 0.5148 3.0347
H 2.8230 1.8463 2.1483
H 4.6228 2.6679 1.6590
C -3.0093 -3.1740 -0.6723
O -3.5672 -2.2109 -1.5600
H -3.4425 -3.1222 0.3266
H -3.1206 -4.1923 -1.0449
H -1.9536 -2.9337 -0.5469
H -3.6380 -1.3708 -1.1007
C -2.4958 0.5593 -0.3203
O -3.8806 0.5347 -0.4908
H -2.2896 0.2443 0.7027
H -1.9355 -0.1618 -0.9154
H -2.1291 1.5807 -0.4226
H -4.2513 1.2573 0.0211
C 0.9915 -3.5330 -1.9850
O 0.3791 -4.7966 -1.9648
H 0.2327 -2.7855 -2.2164
H 1.4778 -3.1885 -1.0723
H 1.6939 -3.3642 -2.8013
H 0.1119 -4.9516 -1.0558
C 0.2647 3.7909 2.2635
O -0.2241 4.4465 3.4982
H -0.3798 4.1451 1.4590
H 1.3328 3.9309 2.0973
H 0.2302 2.7199 2.4629
H -0.0553 5.3914 3.4827
C -1.3317 -1.6967 2.8205
O -0.9996 -1.9130 4.1511
H -2.3896 -1.8613 2.6159
H -1.2108 -0.6401 2.5813
H -0.7760 -2.2773 2.0841
H -1.4232 -2.7150 4.4656
C 0.6431 -0.6256 0.2022
O 0.2982 0.5508 0.9165
H 1.4153 -1.1976 0.7166
H -0.2438 -1.2589 0.1868
H 0.8994 -0.4006 -0.8331
H 0.7506 1.2951 0.5129
C -0.2596 0.0481 -3.7868
O 1.0731 0.0592 -4.2804
H -0.3127 -0.7084 -3.0038
H -0.4119 1.0493 -3.3838
H -1.0256 -0.0519 -4.5558
H 1.0194 0.6149 -5.0614
```

Values from the calculation:
- Orbital gap (alpha / beta): 0.3669 / 0.0911 Ha
- Expectation value of S²: 0.756
- Multiplicity: 2
- Lowest unoccupied orbital energy (alpha / beta): -0.095 / -0.371 Ha
- HOMO level (alpha / beta): -12.58 / -12.57 eV
- Net charge: +1

List of relative energies, unit hartree: version w 0.0223; version x 0.0000

Version w
Below is a cluster of 14 separate species, C28H84O14S14 in total, with properties calculated with wB97M-V/def2-TZVPD.

XYZ file:
```
140
C28H84O14S14 wB97M-V/def2-TZVPD
C 4.5831 -0.5299 2.1314
S 3.7029 -0.8822 0.6402
O 4.7145 -0.9819 -0.4491
C 3.1814 -2.5299 1.0479
H 3.8836 -0.2801 2.9561
H 5.1557 0.3569 1.8705
H 5.2190 -1.3544 2.3859
H 4.0022 -3.2367 1.1372
H 2.4068 -3.0163 0.4205
H 2.6949 -2.4339 2.0746
C -3.1237 -2.1218 -4.8838
S -4.2813 -0.8755 -4.3456
O -4.7554 -1.2460 -2.9924
C -2.9813 0.2649 -4.1535
H -2.7593 -1.8096 -5.8584
H -3.6184 -3.0503 -5.0970
H -2.3165 -2.1906 -4.1417
H -3.2248 1.2630 -3.7969
H -2.4761 0.3898 -5.1424
H -2.1843 -0.1552 -3.5673
C 1.2383 6.5734 1.3075
S -0.5467 6.4611 1.1510
O -1.0507 6.2669 2.5575
C -0.8429 8.1546 0.7823
H 1.6069 7.2784 2.0199
H 1.6382 6.8963 0.3583
H 1.6372 5.6208 1.4621
H -0.1147 8.2409 -0.0290
H -0.5006 8.7738 1.6031
H -1.8600 8.2448 0.4342
C 3.0439 -0.2358 -3.5254
S 2.3172 1.3518 -3.8785
O 3.1857 1.9838 -4.9967
C 0.7936 0.7808 -4.5617
H 4.0205 -0.0726 -2.9947
H 3.0936 -0.7451 -4.4984
H 2.3338 -0.7999 -2.8865
H 0.4173 0.1688 -3.7468
H 0.8913 0.1072 -5.4455
H 0.0362 1.5877 -4.7965
C -3.1276 -4.3845 0.8434
S -3.8390 -2.9131 0.3536
O -3.4347 -1.9059 1.3438
C -2.9358 -2.7286 -1.1977
H -2.1262 -4.0402 1.0621
H -3.1619 -5.2279 0.1148
H -3.5646 -4.7170 1.7697
H -1.8217 -2.8950 -1.2152
H -3.2229 -1.7854 -1.5997
H -3.4754 -3.3900 -1.9031
C -3.7791 -0.2178 4.1603
S -3.3216 -1.8547 4.6902
O -2.9786 -1.7367 6.1576
C -4.9717 -2.5388 4.5404
H -3.9512 -0.1862 3.1092
H -2.8431 0.2926 4.5035
H -4.6387 0.1461 4.6923
H -5.0561 -3.5833 4.9073
H -5.2231 -2.4676 3.4768
H -5.6722 -1.8518 5.1372
C 1.2670 -8.1937 -1.0945
S 2.0771 -7.0140 -0.0113
O 1.2555 -5.7701 -0.0795
C 1.6104 -7.8099 1.5691
H 1.4361 -7.9089 -2.1029
H 0.2249 -8.1887 -0.8988
H 1.7283 -9.1800 -0.8876
H 0.6029 -8.2520 1.6198
H 1.7740 -7.1090 2.3439
H 2.2575 -8.7028 1.6698
C 1.3848 -3.1266 4.9708
S 1.7259 -1.4618 5.5563
O 2.1335 -0.7142 4.3366
C 0.1617 -0.9803 6.2629
H 1.2961 -3.8614 5.7297
H 2.2368 -3.3784 4.3551
H 0.4915 -3.0290 4.3549
H -0.7699 -1.3130 5.7875
H 0.0919 0.0885 6.4712
H 0.1557 -1.5099 7.2460
C -3.8339 1.2575 -0.3943
S -2.7594 2.5685 -1.0034
O -3.2463 3.0730 -2.2793
C -3.4176 3.8047 0.2098
H -3.9363 0.5739 -1.1572
H -4.8076 1.7045 -0.2145
H -3.3336 0.8760 0.4624
H -3.0909 4.8426 -0.0450
H -3.2845 3.5583 1.2483
H -4.4697 3.8890 -0.1342
C 1.3649 2.7949 3.0527
S -0.3306 3.1076 2.4466
O -0.6383 1.7620 1.8159
C -1.0583 3.1678 4.0336
H 1.9288 2.7498 2.1288
H 1.4074 1.8603 3.5765
H 1.6814 3.5922 3.7606
H -2.0958 3.3885 3.8868
H -0.5335 3.9777 4.5375
H -0.9954 2.1720 4.6182
C 1.1164 5.7554 -4.7114
S 1.3869 5.4743 -2.9521
O 1.3647 6.8032 -2.3166
C -0.1630 4.5833 -2.7142
H 1.5800 4.9658 -5.2765
H 1.6920 6.6375 -4.9311
H 0.0992 5.8212 -4.9175
H -0.3714 4.5877 -1.5755
H 0.0852 3.5410 -3.0334
H -0.9892 5.1089 -3.2731
C -0.9446 -5.1681 -2.8553
S 0.4906 -5.0301 -4.0319
O 1.0116 -6.4178 -4.0966
C 1.4088 -4.0653 -2.9217
H -1.4031 -4.2073 -2.7855
H -0.5966 -5.5438 -1.9158
H -1.6934 -5.7814 -3.3029
H 1.4093 -4.5770 -1.9362
H 0.9643 -3.0397 -2.8846
H 2.4657 -4.0809 -3.2095
C 0.4965 1.0946 -0.9444
S -0.6400 -0.2550 -0.9163
O -0.2385 -1.2216 -2.0501
C -0.0228 -1.0129 0.6142
H 1.5284 0.7724 -0.7606
H 0.0835 1.8424 -0.2654
H 0.2363 1.6070 -1.9617
H 1.0176 -1.0884 0.5257
H -0.5248 -1.9778 0.5436
H -0.2585 -0.4378 1.4893
C 4.6612 3.1745 -1.7764
S 3.7212 3.7445 -0.4832
O 2.7380 2.6566 -0.1310
C 4.8698 3.7169 0.9072
H 5.6414 3.7365 -1.9018
H 3.9420 3.2923 -2.6151
H 4.9093 2.1347 -1.5522
H 5.3685 2.8024 1.0710
H 4.3091 3.9313 1.8304
H 5.5395 4.5831 0.7709
```

Values from the calculation:
- Orbital gap: 0.3216 Ha
- Lowest unoccupied orbital energy: 0.007 Ha
- HOMO level: -8.55 eV
- Net charge: 0

Version x
Below is a cluster of 14 separate species, C28H84O14S14 in total, with properties calculated with wB97M-V/def2-TZVPD.

XYZ file:
```
140
C28H84O14S14 wB97M-V/def2-TZVPD
C 1.5301 5.6664 1.0930
S 3.2178 6.0494 1.2618
O 3.8202 4.7260 1.6026
C 3.5954 6.5110 -0.4294
H 1.3757 4.9324 0.3084
H 0.9181 6.5478 0.9840
H 1.2976 5.1796 2.0300
H 2.9712 7.3769 -0.7216
H 3.4430 5.6208 -1.0919
H 4.6651 6.7195 -0.3754
C 2.9356 -3.4034 -3.2595
S 1.5356 -3.1590 -4.2262
O 0.4953 -2.4961 -3.3690
C 2.1640 -1.7540 -5.0818
H 2.7555 -4.2071 -2.5244
H 3.2044 -2.5010 -2.7040
H 3.6351 -3.7528 -4.0025
H 2.2637 -0.9506 -4.3864
H 1.4077 -1.5960 -5.8100
H 3.1544 -1.9458 -5.5530
C -4.1424 6.8338 -1.5674
S -3.9921 5.6106 -2.8071
O -2.6234 5.1852 -2.6761
C -4.9769 4.3482 -2.1639
H -3.6334 7.7190 -1.9115
H -3.5712 6.4550 -0.6961
H -5.1940 7.0602 -1.3518
H -4.7148 4.0803 -1.1367
H -4.8533 3.5129 -2.8742
H -6.0141 4.7083 -2.1255
C -4.9564 -2.2546 -0.0775
S -5.3175 -0.5218 -0.1502
O -3.9896 0.1213 -0.3153
C -5.9525 -0.4745 -1.7955
H -4.4307 -2.2917 0.8878
H -4.4569 -2.5246 -1.0013
H -5.9146 -2.7437 -0.0344
H -5.2378 -0.8618 -2.5052
H -6.1413 0.5707 -1.9703
H -6.8719 -1.0133 -1.9024
C -2.7876 -3.3486 -4.4680
S -3.0020 -1.6843 -4.9840
O -4.3830 -1.4413 -5.3151
C -2.6102 -0.9314 -3.5024
H -3.4623 -3.6295 -3.6362
H -1.7791 -3.3956 -4.0696
H -2.8890 -4.0556 -5.2611
H -2.6915 0.1106 -3.7836
H -1.5702 -1.0749 -3.1746
H -3.1970 -1.1293 -2.6201
C -1.2265 -4.8814 1.3733
S -0.2820 -5.8739 0.3076
O -1.0544 -7.1376 0.1032
C -0.5834 -4.8463 -1.1181
H -0.8890 -3.8235 1.3133
H -1.0507 -5.2405 2.4020
H -2.3226 -4.9889 1.1803
H -0.2862 -5.4197 -2.0072
H 0.0618 -3.9357 -1.0544
H -1.6408 -4.5672 -1.1957
C -3.2960 4.2731 3.0867
S -2.5087 4.2712 1.4677
O -1.3394 5.1412 1.4835
C -1.9102 2.5432 1.4298
H -3.6603 5.2434 3.3877
H -2.5007 3.9245 3.7400
H -4.1328 3.6074 3.0715
H -1.8288 2.1499 2.4464
H -0.9540 2.6032 0.9496
H -2.6712 1.9854 0.8484
C 3.9435 -2.5188 1.7456
S 4.5080 -3.3772 0.3164
O 4.3959 -2.4036 -0.8139
C 3.1207 -4.4764 0.2688
H 2.8437 -2.6509 1.7165
H 4.2283 -1.4918 1.5304
H 4.4135 -3.0582 2.5523
H 3.3051 -5.3321 -0.3535
H 2.2973 -3.8533 -0.0540
H 2.8323 -4.8511 1.2454
C -1.7874 -1.9890 4.3112
S -2.5414 -0.6627 3.3745
O -3.9022 -1.1091 2.9646
C -2.7393 0.4287 4.7570
H -1.6801 -2.8502 3.6728
H -2.4711 -2.2494 5.1420
H -0.7973 -1.6422 4.5300
H -3.1993 0.0012 5.6150
H -3.3214 1.2881 4.4187
H -1.7587 0.8216 5.0213
C 0.5332 4.6370 -2.4098
S 1.0941 3.0402 -2.0210
O 1.0201 2.8104 -0.4974
C -0.3108 2.2428 -2.6183
H -0.4634 4.8748 -2.0710
H 0.6260 4.8590 -3.4829
H 1.2331 5.3857 -1.9625
H 0.0715 1.2192 -2.7637
H -0.6553 2.7415 -3.5111
H -1.0947 2.3119 -1.8322
C 2.3760 1.6371 2.7884
S 1.2302 1.4899 4.1495
O 0.7443 0.0950 3.9984
C 2.3645 1.5051 5.4572
H 2.8875 2.5820 2.8071
H 1.8037 1.4931 1.8765
H 3.0795 0.8332 2.9322
H 2.5234 2.5945 5.6359
H 3.3044 1.0030 5.2238
H 1.8893 1.1428 6.3559
C 1.4810 -3.3236 4.3672
S 0.8343 -4.7873 5.0502
O -0.6022 -4.9033 4.6538
C 1.6417 -5.8843 4.0037
H 2.5571 -3.3545 4.5354
H 0.9533 -2.5345 4.8444
H 1.1896 -3.3754 3.2983
H 1.1199 -5.8246 3.0378
H 1.5839 -6.9023 4.3821
H 2.7075 -5.5529 3.9195
C 4.4802 0.8592 -2.1657
S 5.3072 0.3895 -3.6597
O 5.3677 1.5899 -4.5336
C 6.9052 0.2845 -2.8612
H 4.2850 -0.0675 -1.5978
H 3.5669 1.2777 -2.6039
H 4.9756 1.6183 -1.5970
H 7.1824 1.2404 -2.4049
H 7.6673 0.0571 -3.6293
H 6.8328 -0.5093 -2.1013
C -1.0963 -0.8683 -0.1981
S 0.4601 -0.6640 0.6387
O 0.7536 -2.0995 1.0925
C 1.5987 -0.5240 -0.6509
H -0.9818 -1.7390 -0.8381
H -1.3474 -0.0066 -0.8381
H -1.8542 -1.0443 0.5979
H 1.5546 -1.3897 -1.3640
H 2.5860 -0.4581 -0.2190
H 1.3906 0.4428 -1.1461
```

Values from the calculation:
- Orbital gap: 0.3231 Ha
- Lowest unoccupied orbital energy: 0.007 Ha
- HOMO level: -8.61 eV
- Net charge: 0

List of relative energies, unit hartree: version w 0.0221; version x 0.0000

Version w
Below is an isolated molecule of CH3NO2S2, with properties calculated with wB97M-V/def2-TZVPD.

XYZ file:
```
9
CH3NO2S2 wB97M-V/def2-TZVPD
C 0.6554 -0.6921 -0.2156
N -0.6224 -0.2786 -0.0360
O -1.7129 -0.9221 -0.5998
O -0.8747 1.0491 0.0779
S 1.2690 -2.2188 -0.2917
S 1.8585 0.7552 0.4419
H -1.9145 -1.7647 -0.1552
H -0.6607 1.4655 -0.8446
H 2.7814 -0.1533 0.5290
```

Values from the calculation:
- Orbital gap: 0.3217 Ha
- Lowest unoccupied orbital energy: -0.008 Ha
- HOMO level: -8.98 eV
- Net charge: 0

Version x
Below is an isolated molecule of CH3NO2S2, with properties calculated with wB97M-V/def2-TZVPD.

XYZ file:
```
9
CH3NO2S2 wB97M-V/def2-TZVPD
C -0.2753 -0.4232 -0.2578
N 0.5526 0.5580 -0.3123
O 0.4521 1.7421 -0.2102
O 1.8684 0.0981 -0.2644
S -2.2480 0.4226 -0.3659
S -0.1323 -2.1049 -0.3862
H -2.2564 1.2983 0.6475
H 2.5320 0.7220 0.1337
H -0.4931 -2.3130 1.0157
```

Values from the calculation:
- Orbital gap: 0.3355 Ha
- Lowest unoccupied orbital energy: 0.005 Ha
- HOMO level: -8.99 eV
- Net charge: 0

Version y
Below is an isolated molecule of CH3NO2S2, with properties calculated with wB97M-V/def2-TZVPD.

XYZ file:
```
9
CH3NO2S2 wB97M-V/def2-TZVPD
C -0.4683 -0.5455 -0.1805
N 0.2622 0.4688 0.4222
O 0.2266 0.6424 1.8540
O 1.0822 1.3665 -0.1778
S -1.5583 -1.4038 0.6164
S -0.0587 -0.4802 -1.8994
H -0.6318 0.3417 2.0602
H 2.0219 1.1285 -0.2954
H -0.8758 -1.5184 -2.3997
```

Values from the calculation:
- Orbital gap: 0.3490 Ha
- Lowest unoccupied orbital energy: 0.014 Ha
- HOMO level: -9.11 eV
- Net charge: 0

List of relative energies, unit hartree: version w 0.0113; version x 0.0503; version y 0.0000

Version w
Below is an isolated molecule of H4N3P, with properties calculated with wB97M-V/def2-TZVPD.

XYZ file:
```
8
H4N3P wB97M-V/def2-TZVPD
N 0.9235 -0.3124 0.5407
N -0.1810 -0.3521 0.0133
N 1.9242 0.3386 -0.7031
P -1.6154 -0.9486 0.5643
H 1.2328 0.3878 -1.4235
H 2.1367 1.2612 -0.3671
H -2.5176 -0.2647 -0.1844
H -1.9032 -0.1097 1.5598
```

Values from the calculation:
- Orbital gap: 0.3350 Ha
- Lowest unoccupied orbital energy: 0.009 Ha
- HOMO level: -8.87 eV
- Net charge: 0

Version x
Below is an isolated molecule of H4N3P, with properties calculated with wB97M-V/def2-TZVPD.

XYZ file:
```
8
H4N3P wB97M-V/def2-TZVPD
N 0.4670 -0.5250 0.3936
N -0.3001 0.0279 -0.3883
N 1.7916 -0.3154 0.0661
P -1.9506 -0.3912 -0.1305
H 2.0779 0.2245 -0.6723
H 2.3448 -0.2678 0.9329
H -2.3550 0.6922 -0.9877
H -2.0757 0.5549 0.7860
```

Values from the calculation:
- Orbital gap: 0.3781 Ha
- Lowest unoccupied orbital energy: 0.042 Ha
- HOMO level: -9.13 eV
- Net charge: 0

List of relative energies, unit hartree: version w 0.0370; version x 0.0000